No. 1
The following is a quantum chemistry calculation of the molecule C3H6N2O at a distorted geometry, from the OMol25 dataset.

Its orbital gap is 9.2 eV. As for the LUMO energy: 0.692 eV. As for the energy above the lowest of the compared OMol25 structures with the same formula, charge and spin: 3.8276 eV. The total energy comes out at -302.55244 Ha.

Geometry as ORCA input:
```
! RIJCOSX wB97M-V def2-TZVPD def2/J DEFGRID3
* xyz 0 1
C -1.50294 1.21842 0.85993
C -0.35180 0.56256 0.83910
C 0.22212 0.45635 -1.51592
N 0.26085 -0.03085 -0.27445
N 0.97332 -1.26274 -0.00549
O 0.85945 -0.24305 -2.40421
H -1.87861 1.64439 1.77132
H 0.20583 0.38906 1.75631
H -2.06620 1.37838 -0.04228
H 0.31311 -1.96020 0.32867
H 1.67803 -1.10949 0.71113
H 1.28685 -1.04283 -2.02413
*
```

***

No. 2
The following is a quantum chemistry calculation of a cluster of 2 separate species, C3H6N2O in total at a distorted geometry, from the OMol25 dataset.

Its orbital gap is 7.9 eV. As for the LUMO energy: -0.932 eV. As for the energy above the lowest of the compared OMol25 structures with the same formula, charge and spin: 2.8213 eV. The total energy comes out at -302.58942 Ha.

Geometry as ORCA input:
```
! RIJCOSX wB97M-V def2-TZVPD def2/J DEFGRID3
* xyz 0 1
N -1.63750 -1.02038 -1.13728
C -1.49963 -0.20319 -0.32689
C -1.82702 0.81357 0.68821
O -1.14767 1.74038 1.03648
H -2.84547 0.62258 1.05437
C 1.60856 -0.61555 0.15099
N 0.95375 0.26815 -0.78259
H 0.96388 -1.30116 0.73404
H 2.19454 -0.02698 0.86213
H 2.30044 -1.23194 -0.42798
H 0.61470 1.15048 -0.43513
H 0.32141 -0.19596 -1.41637
*
```

***

No. 3
The following is a quantum chemistry calculation of a structure of composition C3H6N2O, from the OMol25 dataset.

Its orbital gap (spin up / spin down) is 8.6 / 8.6 eV. As for the LUMO energy (spin up / spin down): -0.128 / -0.128 eV. As for the energy above the lowest of the compared OMol25 structures with the same formula, charge and spin: 5.1206 eV. The total energy comes out at -302.50492 Ha.

Geometry as ORCA input:
```
! RIJCOSX wB97M-V def2-TZVPD def2/J DEFGRID3
* xyz 0 1
C 1.54917 0.15883 -0.23212
N 0.69684 -0.85859 -0.00262
C -1.27444 -0.32576 0.16219
N -1.90221 -1.22950 0.71954
C -1.19706 0.90127 -0.46226
O -0.33694 1.78210 -0.06616
H 1.91148 0.25422 -1.25941
H 2.24869 0.46189 0.55237
H 0.72598 1.26431 -0.16760
H 0.69456 -1.02490 1.00751
H -1.37929 -2.10900 0.74179
H -1.56544 0.93122 -1.49521
*
```

***

No. 4
The following is a quantum chemistry calculation of the molecule C3H6N2O at a distorted geometry, from the OMol25 dataset.

Its orbital gap is 9.9 eV. As for the LUMO energy: 0.959 eV. As for the energy above the lowest of the compared OMol25 structures with the same formula, charge and spin: 4.0384 eV. The total energy comes out at -302.54469 Ha.

Geometry as ORCA input:
```
! RIJCOSX wB97M-V def2-TZVPD def2/J DEFGRID3
* xyz 0 1
H 1.51677 -0.13774 1.91782
N 1.31886 -0.94325 1.37465
C 0.70184 -0.45142 0.37048
N 0.33311 -1.39837 -0.56458
C 0.04462 0.81803 -0.00018
C -1.35319 1.03344 -0.24692
O -0.54036 0.67751 -1.28554
H 0.53749 -1.07925 -1.61384
H 0.64336 -2.49426 -0.15166
H 0.62402 1.75711 0.09608
H -1.70308 1.95140 0.12341
H -2.12343 0.26680 -0.01972
*
```

***

No. 5
The following is a quantum chemistry calculation of the molecule C3H6N2O at a distorted geometry, from the OMol25 dataset.

Its orbital gap (spin up / spin down) is 8.3 / 8.0 eV. As for the LUMO energy (spin up / spin down): 1.120 / -1.602 eV. As for the energy above the lowest of the compared OMol25 structures with the same formula, charge and spin: 1.6777 eV. The total energy comes out at -302.42833 Ha.

Geometry as ORCA input:
```
! RIJCOSX wB97M-V def2-TZVPD def2/J DEFGRID3
* xyz 0 3
C 0.74186 0.84947 -0.98671
C 0.25528 0.42361 0.35645
C -0.80347 -0.61316 0.44605
N -0.26343 3.18534 -0.11817
N -0.23265 1.59688 -0.34319
O -0.52767 3.45058 0.97263
H 1.70094 1.18473 -1.24356
H 0.36128 0.29323 -1.87275
H 0.98596 0.56187 1.11937
H -0.39455 -1.61008 0.21209
H -1.59619 -0.31689 -0.23230
H -1.12198 -0.45114 1.50770
*
```

***

No. 6
The following is a quantum chemistry calculation of a cluster of 2 separate species, C3H6N2O in total at a distorted geometry, from the OMol25 dataset.

Its orbital gap (spin up / spin down) is 8.5 / 9.2 eV. As for the LUMO energy (spin up / spin down): 0.913 / -0.758 eV. As for the energy above the lowest of the compared OMol25 structures with the same formula, charge and spin: 0.9881 eV. The total energy comes out at -302.45367 Ha.

Geometry as ORCA input:
```
! RIJCOSX wB97M-V def2-TZVPD def2/J DEFGRID3
* xyz 0 3
C 1.45044 -1.07558 0.23015
C -0.48031 -0.68406 -0.72527
C -1.23194 1.58241 0.55125
N 1.54875 0.01584 -0.68911
N 0.43903 0.15299 -1.27551
O 0.08941 -1.49528 0.22485
H 2.06312 -1.91463 0.01099
H 1.73754 -1.05817 1.24331
H -1.51731 -0.62766 -0.98509
H -0.63895 2.43155 0.26118
H -1.42899 1.15475 1.43793
H -2.03079 1.51782 -0.28466
*
```

***

No. 7
The following is a quantum chemistry calculation of the molecule C3H6N2O2 at a distorted geometry, from the OMol25 dataset.

Its orbital gap is 10.5 eV. As for the LUMO energy: 0.570 eV. As for the energy above the lowest of the compared OMol25 structures with the same formula, charge and spin: 1.5427 eV. The total energy comes out at -377.90265 Ha.

Geometry as ORCA input:
```
! RIJCOSX wB97M-V def2-TZVPD def2/J DEFGRID3
* xyz 0 1
C 0.57695 -0.58453 0.41816
N -0.82743 -0.25710 0.31279
C -1.86702 -1.20611 0.17151
O -3.04569 -0.94318 0.02283
C -1.26524 1.06182 -0.01848
N -0.20476 1.66624 -0.73094
O -2.29167 1.58401 0.23758
H 1.11103 -0.07799 1.24028
H 0.49121 -1.64920 0.75848
H 1.13033 -0.47613 -0.59918
H -1.42122 -2.24599 0.21017
H -0.56205 2.33491 -1.35514
H 0.38278 0.94800 -1.20486
*
```

***

No. 8
The following is a quantum chemistry calculation of a cluster of 2 separate species, C3H6N2O2 in total at a distorted geometry, from the OMol25 dataset.

Its orbital gap is 9.2 eV. As for the LUMO energy: 0.192 eV. As for the energy above the lowest of the compared OMol25 structures with the same formula, charge and spin: 5.3040 eV. The total energy comes out at -377.76442 Ha.

Geometry as ORCA input:
```
! RIJCOSX wB97M-V def2-TZVPD def2/J DEFGRID3
* xyz 0 1
N 2.25045 1.45644 -0.32319
O 1.39347 0.38770 -0.48208
C 1.01439 -0.77292 0.26804
O 0.90084 -1.82497 -0.29522
H 1.68379 2.24848 -0.64002
H 2.52555 1.55848 0.65324
H 1.33254 -0.68058 1.32890
C -2.11479 -0.79170 -0.16077
C -1.16250 0.25130 0.17165
N -0.80446 1.36085 0.21851
H -2.86163 -0.41565 -0.85790
H -2.58664 -1.16368 0.74864
H -1.57100 -1.61376 -0.62981
*
```

***

No. 9
The following is a quantum chemistry calculation of the molecule C3H6N2O2 at a distorted geometry, from the OMol25 dataset.

Its orbital gap is 10.1 eV. As for the LUMO energy: 0.700 eV. As for the energy above the lowest of the compared OMol25 structures with the same formula, charge and spin: 2.8968 eV. The total energy comes out at -377.85288 Ha.

Geometry as ORCA input:
```
! RIJCOSX wB97M-V def2-TZVPD def2/J DEFGRID3
* xyz 0 1
H -0.93286 -2.84181 1.20964
N -0.89898 -2.14781 0.47605
C -0.58334 -1.03331 0.98231
O -1.20520 0.03935 0.36450
C -0.35743 1.26219 0.25754
C 0.78209 0.54953 -0.41084
N 1.10715 0.74366 -1.70531
O 1.23862 -0.41848 0.18500
H -0.11579 -0.84934 1.96162
H -0.79093 2.10474 -0.32287
H -0.15651 1.60244 1.27594
H 1.39994 -0.11614 -2.15070
H 0.68017 1.44920 -2.27740
*
```

***

No. 10
The following is a quantum chemistry calculation of the molecule C3H6N2O2 at a distorted geometry, from the OMol25 dataset.

Its orbital gap is 6.0 eV. As for the LUMO energy: -3.803 eV. As for the energy above the lowest of the compared OMol25 structures with the same formula, charge and spin: 6.5075 eV. The total energy comes out at -377.72019 Ha.

Geometry as ORCA input:
```
! RIJCOSX wB97M-V def2-TZVPD def2/J DEFGRID3
* xyz 0 1
O 0.74892 -0.76959 -1.06654
C 0.78781 0.18954 -0.27823
N -0.24195 0.76499 0.33134
C -1.44133 0.05651 -0.01969
N -1.55278 -1.26331 0.63136
O -2.53452 0.69911 0.02218
C 2.08893 0.90508 -0.02398
H -1.26767 -0.28108 -1.11815
H -1.52940 -2.12332 0.09545
H -2.43970 -1.27249 1.13137
H 2.72628 1.01753 -0.90291
H 1.94933 1.81204 0.55970
H 2.70611 0.26499 0.63809
*
```

***

Question: Which formula does entry 1 have?
Answer: C3H6N2O

***

Copy entry 10 word for word.
The following is a quantum chemistry calculation of the molecule C3H6N2O2 at a distorted geometry, from the OMol25 dataset.

Its orbital gap is 6.0 eV. As for the LUMO energy: -3.803 eV. As for the energy above the lowest of the compared OMol25 structures with the same formula, charge and spin: 6.5075 eV. The total energy comes out at -377.72019 Ha.

Geometry as ORCA input:
```
! RIJCOSX wB97M-V def2-TZVPD def2/J DEFGRID3
* xyz 0 1
O 0.74892 -0.76959 -1.06654
C 0.78781 0.18954 -0.27823
N -0.24195 0.76499 0.33134
C -1.44133 0.05651 -0.01969
N -1.55278 -1.26331 0.63136
O -2.53452 0.69911 0.02218
C 2.08893 0.90508 -0.02398
H -1.26767 -0.28108 -1.11815
H -1.52940 -2.12332 0.09545
H -2.43970 -1.27249 1.13137
H 2.72628 1.01753 -0.90291
H 1.94933 1.81204 0.55970
H 2.70611 0.26499 0.63809
*
```

***

Repeat the ninth record exactly.
The following is a quantum chemistry calculation of the molecule C3H6N2O2 at a distorted geometry, from the OMol25 dataset.

Its orbital gap is 10.1 eV. As for the LUMO energy: 0.700 eV. As for the energy above the lowest of the compared OMol25 structures with the same formula, charge and spin: 2.8968 eV. The total energy comes out at -377.85288 Ha.

Geometry as ORCA input:
```
! RIJCOSX wB97M-V def2-TZVPD def2/J DEFGRID3
* xyz 0 1
H -0.93286 -2.84181 1.20964
N -0.89898 -2.14781 0.47605
C -0.58334 -1.03331 0.98231
O -1.20520 0.03935 0.36450
C -0.35743 1.26219 0.25754
C 0.78209 0.54953 -0.41084
N 1.10715 0.74366 -1.70531
O 1.23862 -0.41848 0.18500
H -0.11579 -0.84934 1.96162
H -0.79093 2.10474 -0.32287
H -0.15651 1.60244 1.27594
H 1.39994 -0.11614 -2.15070
H 0.68017 1.44920 -2.27740
*
```

***

What did the tenth record say?
The following is a quantum chemistry calculation of the molecule C3H6N2O2 at a distorted geometry, from the OMol25 dataset.

Its orbital gap is 6.0 eV. As for the LUMO energy: -3.803 eV. As for the energy above the lowest of the compared OMol25 structures with the same formula, charge and spin: 6.5075 eV. The total energy comes out at -377.72019 Ha.

Geometry as ORCA input:
```
! RIJCOSX wB97M-V def2-TZVPD def2/J DEFGRID3
* xyz 0 1
O 0.74892 -0.76959 -1.06654
C 0.78781 0.18954 -0.27823
N -0.24195 0.76499 0.33134
C -1.44133 0.05651 -0.01969
N -1.55278 -1.26331 0.63136
O -2.53452 0.69911 0.02218
C 2.08893 0.90508 -0.02398
H -1.26767 -0.28108 -1.11815
H -1.52940 -2.12332 0.09545
H -2.43970 -1.27249 1.13137
H 2.72628 1.01753 -0.90291
H 1.94933 1.81204 0.55970
H 2.70611 0.26499 0.63809
*
```